Entry 1:
6
Properties=species:S:1:pos:R:3:forces:R:3:lowdin_charge:R:1 method="wB97M-V/def2-TZVPD" total_charge=-1 homo_energy_ev="-2.39 / -2.38" gap_ev="6.7 / 6.6"
S 1.682261 -0.428147 0.152587 0.3 0.6 0.0 0.355
O -0.908451 -0.861330 -0.383256 -0.2 2.2 0.1 -0.308
O 1.083117 1.024049 -0.182108 -0.9 -0.8 0.0 -0.843
N -1.007695 0.492864 -0.329152 0.3 -0.5 1.2 -0.085
H -0.940364 0.705491 0.719851 -0.1 -0.1 -1.4 0.044
H 0.091134 -0.932928 0.022076 0.6 -1.4 0.1 -0.164

***

Entry 2:
72
Properties=species:S:1:pos:R:3:forces:R:3:lowdin_charge:R:1 method="wB97M-V/def2-TZVPD" total_charge=0 smiles="O=C1OCC[C@H]1I.CCOC(=O)OC.CCOC(=O)OC.CCOC(=O)OC.CCOC(=O)OC" homo_energy_ev=-9.59 gap_ev=10.0
I 1.354528 0.032586 -1.093104 0.3 -0.4 -0.2 0.957
O 0.464751 -2.259050 4.623061 0.0 0.1 0.0 0.119
O 4.498877 1.994666 -4.126927 0.0 0.1 0.0 0.121
O -1.164915 4.114615 -1.341753 0.1 0.1 0.0 0.129
O 0.963564 4.874941 -1.442858 -0.2 0.1 0.1 -0.022
O -3.233047 -5.070864 1.002233 0.0 0.0 0.0 -0.009
O 3.972316 4.087064 -3.447941 0.0 0.0 0.0 0.012
O -4.814543 -4.062984 -0.066833 0.1 -0.1 0.0 0.033
O -0.713743 -0.526170 5.481342 0.1 0.0 -0.1 0.037
O 1.180597 -0.115567 4.532054 0.0 0.0 0.0 0.007
O 1.447394 -4.190071 -0.589707 -0.2 -1.2 0.8 0.030
O -5.315882 -5.949179 1.082561 0.1 0.1 0.0 0.128
O 3.147374 -2.813108 -0.343993 6.1 0.9 1.7 0.190
O -0.573341 5.988120 -2.469427 0.1 -0.1 0.0 0.035
O 6.029647 3.445308 -3.302228 -0.1 0.1 0.0 0.035
C 4.805436 3.068684 -3.676849 0.0 0.0 0.1 -0.606
C -1.729545 -1.434787 5.927422 -0.3 -0.2 0.2 -0.214
C -4.537016 -5.111206 0.709376 0.0 0.1 0.0 -0.608
C -7.034202 -3.356262 0.662718 0.1 0.0 0.2 -0.065
C 2.623142 3.846755 -3.856872 -0.2 0.0 -0.2 -0.032
C 2.385572 -0.573691 3.913602 0.2 0.0 -0.1 -0.033
C -6.189770 -3.928260 -0.456184 -0.4 0.1 -0.1 -0.211
C -2.738753 6.807929 -1.698223 0.1 -0.1 0.2 -0.065
C 0.014007 -3.981368 -0.605184 0.4 0.3 -0.7 -0.132
C -0.110619 -2.498505 -0.350812 0.9 -0.3 -0.2 -0.214
C 1.355961 3.806802 -0.580252 0.2 -0.1 0.1 -0.055
C -0.345282 4.914498 -1.711775 0.0 0.0 0.0 -0.605
C 7.062083 2.469361 -3.499878 0.3 -0.3 -0.1 -0.213
C 2.084962 -3.013194 -0.677708 -5.3 0.2 -2.2 -0.627
C -2.800549 -6.099037 1.897997 0.2 -0.1 0.1 -0.036
C 7.497230 2.400615 -4.948550 -0.2 0.1 -0.2 -0.066
C 0.326533 -1.085872 4.861608 -0.1 0.1 -0.1 -0.609
C -1.322909 -2.148939 7.199277 0.3 0.0 0.0 -0.066
C 1.041421 -2.063580 -1.262080 -0.4 0.4 0.7 -0.655
C -1.943548 6.206001 -2.837257 -0.4 0.1 -0.1 -0.211
H -2.144871 -2.760774 7.571183 0.0 0.0 0.0 0.079
H 0.300003 -2.306317 0.632073 -0.6 0.2 0.7 0.110
H -1.061845 -2.029474 -0.503210 -0.5 0.1 -0.1 0.115
H 2.442849 3.805590 -0.553147 0.0 0.1 -0.1 0.100
H 3.002605 -1.104081 4.637338 -0.1 -0.1 0.0 0.100
H -0.453482 -4.648845 0.091966 -0.2 -0.3 0.3 0.113
H -8.051177 -3.174140 0.315779 0.0 0.0 0.0 0.081
H -2.809568 6.116249 -0.859695 0.0 -0.1 -0.1 0.075
H 2.562895 3.803484 -4.944089 0.0 -0.2 0.0 0.103
H -3.748446 7.052439 -2.027851 0.0 0.0 0.0 0.080
H 0.873454 -2.392542 -2.278536 -0.1 0.5 -0.5 0.096
H 7.893605 2.793827 -2.876715 -0.1 0.2 0.1 0.121
H -2.609864 -0.821222 6.110464 0.1 0.2 -0.1 0.122
H -2.388277 5.276085 -3.190916 0.1 -0.1 0.1 0.124
H 2.170920 -1.212818 3.060005 0.0 -0.1 0.1 0.088
H -1.716306 -6.041152 1.944838 0.0 0.1 -0.1 0.087
H -1.044259 -1.427321 7.968348 -0.1 0.0 0.0 0.082
H -2.256210 7.716466 -1.335476 0.0 0.1 -0.1 0.082
H -0.463243 -2.795880 7.028919 0.0 0.0 -0.1 0.074
H 6.688235 2.044322 -5.585033 0.0 -0.1 0.1 0.074
H 8.344595 1.723908 -5.059091 0.0 0.0 0.0 0.080
H -7.078044 -4.038888 1.510474 0.0 -0.1 -0.1 0.075
H 1.007248 2.848502 -0.961413 -0.2 0.1 0.0 -0.006
H -3.091347 -7.082302 1.535683 -0.1 0.0 0.0 0.097
H 2.028814 4.677507 -3.502474 0.2 0.2 0.1 0.081
H 2.242432 2.923223 -3.422799 0.1 -0.1 -0.1 0.087
H -6.187043 -3.247729 -1.305641 0.2 0.0 0.0 0.122
H -6.576062 -4.886716 -0.801948 0.1 -0.1 0.1 0.124
H 6.733545 1.497320 -3.132556 -0.1 0.0 -0.1 0.124
H 0.974958 3.973329 0.426048 -0.1 -0.1 0.0 0.104
H -3.209706 -5.926674 2.892084 -0.1 -0.1 0.0 0.100
H 7.786395 3.389757 -5.306525 0.1 0.0 0.1 0.081
H -6.609159 -2.416613 1.018312 0.0 0.0 -0.1 0.082
H -0.272406 -4.170119 -1.629154 -0.6 -0.5 -0.2 0.125
H -1.913634 6.897856 -3.676994 0.2 0.0 0.0 0.122
H 2.921735 0.306242 3.569999 -0.1 0.1 0.1 0.094
H -1.977066 -2.138753 5.132894 0.2 0.0 0.0 0.121

***

Entry 3:
19
Properties=species:S:1:pos:R:3:forces:R:3:lowdin_charge:R:1 method="wB97M-V/def2-TZVPD" total_charge=0 smiles="[H]/N=C(/C[C@H](C)O)C(N)=O" homo_energy_ev=-9.47 gap_ev=10.0
O -0.735664 1.601084 0.337738 -0.4 0.2 0.0 -0.039
O -1.367260 -1.476655 0.983522 0.0 0.0 0.1 0.073
N -2.068979 -0.793942 -1.049837 -0.3 0.0 -0.2 0.179
N 0.886600 -2.060706 -1.118953 0.5 -0.3 -0.2 0.177
C 1.024772 0.278968 -0.708310 -0.1 0.4 0.1 -0.099
C 0.634061 1.252299 0.418927 0.7 0.0 -0.1 -0.434
C -1.113435 -1.082067 -0.132889 -0.2 -0.5 -0.3 -0.523
C 0.883656 0.668056 1.803287 -0.2 0.2 -0.3 -0.030
C 0.300849 -1.037802 -0.679653 0.0 0.3 0.2 -0.317
H -3.029540 -0.777084 -0.743379 0.1 0.0 0.0 0.117
H 0.682583 1.424199 2.557919 0.0 0.0 0.1 0.084
H 0.221791 -0.175388 1.976080 0.0 -0.1 0.1 0.067
H 2.100670 0.082153 -0.686029 -0.1 0.0 -0.1 0.124
H -1.843425 -0.370402 -1.932623 0.0 0.0 0.0 0.106
H 1.251149 2.158451 0.293811 -0.1 -0.2 0.0 0.139
H 1.915760 0.338704 1.889090 0.1 0.0 0.0 0.087
H 0.341590 -2.916976 -1.081331 -0.3 0.0 0.1 0.068
H 0.798734 0.753000 -1.674971 0.1 0.0 0.1 0.123
H -0.883913 2.134109 -0.452400 0.1 -0.1 0.1 0.098

***

Entry 4:
60
Properties=species:S:1:pos:R:3:forces:R:3:lowdin_spin:R:1 method="wB97M-V/def2-TZVPD" total_charge=+2 multiplicity=3 s2=2.01 homo_energy_ev="-14.60 / -14.61" gap_ev="9.1 / 6.9"
Pd -0.342494 0.077975 1.450683 -0.3 1.2 -1.1 1.318
P 1.052487 -2.260616 1.641451 0.0 -0.4 0.4 0.006
O 1.259806 -1.198439 0.566386 -0.2 0.2 0.2 0.085
N 0.646628 2.079259 1.108252 0.0 -0.4 0.2 0.134
N -1.819965 1.598591 2.168478 0.1 -0.3 0.2 0.092
N -1.257583 0.695478 -0.487326 0.2 -0.2 0.3 0.166
C -0.217141 1.511827 -1.145472 0.0 0.1 0.0 0.009
C -2.741762 -2.150894 3.338716 0.0 0.0 0.0 0.000
C -1.574597 -2.354248 0.820752 0.0 -0.1 0.1 0.027
C 2.308469 -6.396815 0.290613 0.0 0.0 0.0 0.000
C 1.936334 -0.181001 5.006890 0.0 0.0 0.0 0.004
C 1.802188 -1.787354 3.203083 0.0 -0.1 -0.1 0.000
C 2.255702 -4.020103 -0.050117 0.0 0.0 0.1 0.001
C -2.567426 1.308269 -0.197883 -0.1 0.1 0.0 0.010
C 1.208924 -5.005010 1.910237 0.0 0.0 0.0 0.001
C 2.909070 -0.969499 5.616102 0.0 0.0 0.0 0.002
C -1.359843 -2.142088 3.227535 0.0 -0.1 0.0 0.016
C -2.956120 -2.375251 0.946074 0.0 0.0 0.0 -0.002
C 1.541523 -3.887789 1.140501 0.0 0.1 0.0 0.002
C 1.393528 -0.594190 3.806299 0.1 -0.1 -0.1 0.031
C 0.309473 2.607155 -0.234419 -0.1 -0.1 -0.1 0.007
C -0.753929 -2.228067 1.962123 0.0 -0.2 -0.1 0.013
C 0.303345 2.964311 2.240677 -0.1 0.0 0.0 0.009
C 2.640369 -5.284650 -0.470352 0.0 0.0 0.0 0.000
C 2.781836 -2.562155 3.814953 0.0 0.0 0.0 0.000
C -2.570903 2.199900 1.041504 0.0 -0.1 -0.1 0.006
C -1.022071 2.566632 2.947659 0.1 0.1 0.0 0.008
C 3.334226 -2.146670 5.021063 0.0 0.0 0.0 -0.001
C 1.596240 -6.260536 1.477725 0.0 0.0 0.1 0.000
C -3.537346 -2.264688 2.203076 0.0 0.0 0.0 0.017
H -0.592328 1.957226 -2.070858 0.0 0.0 0.0 0.004
H -0.795106 2.096940 3.904167 0.0 0.0 0.0 0.000
H -3.262551 0.484534 -0.036631 0.0 0.0 0.0 0.000
H 1.106286 2.915061 2.972965 0.0 0.0 0.0 0.000
H 0.253380 3.997304 1.897058 0.0 0.0 0.0 0.003
H 3.200334 -5.400715 -1.388295 0.0 0.0 0.0 0.000
H -1.107168 -2.498705 -0.147418 0.0 0.0 0.0 0.001
H -0.423621 3.401099 -0.124731 0.0 0.0 0.0 0.000
H -1.605029 3.464583 3.161801 0.0 0.0 0.0 0.003
H -2.927390 1.886225 -1.053756 0.0 0.0 0.0 0.005
H 0.654520 -4.891295 2.835607 0.0 0.0 0.0 0.000
H -3.199024 -2.100370 4.318534 0.0 0.0 0.0 0.000
H 4.099964 -2.746281 5.494468 0.0 0.0 0.0 0.000
H 1.344871 -7.134373 2.063937 0.0 0.0 0.0 0.000
H -0.750653 -2.104108 4.121142 0.0 0.0 0.0 0.001
H -2.147613 3.177414 0.827893 0.0 0.0 0.0 0.000
H -1.409308 -0.128975 -1.057010 0.0 -0.1 0.0 0.002
H 2.605082 -7.382731 -0.042178 0.0 0.0 0.0 0.000
H -3.608569 2.371664 1.328542 0.0 0.1 0.0 0.001
H -2.466643 1.134700 2.797004 -0.1 0.0 0.0 0.001
H 3.334263 -0.657706 6.560884 0.0 0.0 0.0 0.000
H -3.578837 -2.513454 0.070902 0.0 0.0 0.0 0.000
H 3.114572 -3.481842 3.350485 0.0 0.0 0.0 0.000
H 1.613176 0.738747 5.477202 0.0 0.0 0.0 0.000
H -4.615102 -2.294253 2.302724 0.0 0.0 0.0 0.001
H 1.186024 3.056184 -0.702364 0.0 0.0 0.0 0.003
H 1.628999 1.831502 1.135507 0.1 0.1 0.0 0.001
H 0.593670 0.828991 -1.399074 0.0 0.0 0.0 0.000
H 0.622883 0.030422 3.327284 0.1 0.0 0.3 0.012
H 2.505750 -3.140230 -0.629280 0.0 0.0 0.0 0.001

***

Entry 5:
17
Properties=species:S:1:pos:R:3:forces:R:3:lowdin_charge:R:1 method="wB97M-V/def2-TZVPD" total_charge=0 smiles="C=C(C)CCN" homo_energy_ev=-8.81 gap_ev=9.7
N 0.553728 0.583858 -1.848374 0.5 -1.7 1.0 0.013
C -0.605904 -1.676587 0.201825 0.2 0.1 -1.6 -0.090
C -1.681259 0.224473 1.418873 0.8 -0.3 0.5 0.005
C 1.466413 0.571158 -0.749778 1.2 -1.7 3.5 -0.303
C -0.707766 -0.148242 0.536989 1.5 -1.6 3.3 -0.351
C 0.698797 0.528575 0.665967 -1.8 1.6 -2.2 -0.171
H 1.209976 0.006562 1.464768 0.5 0.1 0.0 0.098
H 2.175268 -0.336786 -0.652829 -1.2 1.1 -1.1 0.125
H -2.683360 -0.293328 1.409173 1.3 0.5 0.4 0.068
H 1.075198 0.672635 -2.671143 0.4 0.3 -1.6 0.052
H -1.579773 -2.027259 0.003851 -1.6 -0.5 0.3 0.035
H -0.080678 1.318903 -1.730395 -1.1 1.3 -0.1 0.058
H 0.551845 1.637564 0.869315 0.0 -1.4 0.5 0.111
H -0.201958 -1.854346 -0.806884 0.7 0.2 0.4 0.057
H 2.111957 1.449463 -0.666254 0.2 0.0 -0.3 0.087
H -0.153557 -2.465644 0.913405 -0.4 2.0 -0.6 0.110
H -1.322694 0.808964 2.362356 -1.3 -0.1 -2.2 0.097

***

Entry 6:
73
Properties=species:S:1:pos:R:3:forces:R:3:lowdin_spin:R:1 method="wB97M-V/def2-TZVPD" total_charge=0 multiplicity=5 s2=6.07 homo_energy_ev="-7.30 / -8.02" gap_ev="6.9 / 5.0"
Ir -0.732190 0.345910 0.027212 0.4 -0.1 -0.1 2.443
P -4.142306 -0.424340 -0.547347 0.0 -0.2 -0.1 0.008
P -3.375508 2.097665 0.326098 -0.1 0.2 -0.1 0.013
O -4.704636 -1.094922 -1.731421 0.1 0.0 0.0 0.004
O -3.760352 1.599741 1.677153 0.1 0.1 0.1 0.000
O -1.903518 2.176363 -0.047903 0.0 -0.4 0.2 0.133
O -2.717315 -0.778571 -0.135814 0.0 0.2 -0.2 0.064
O -4.121081 1.197461 -0.787478 0.1 0.0 0.1 0.000
O -5.076071 -0.561096 0.739099 0.0 -0.2 -0.2 0.003
O -3.943538 3.556355 0.021750 0.1 -0.1 0.0 0.003
N 3.628350 0.502080 0.452480 0.1 -0.3 0.8 0.027
N 1.291595 0.967839 -0.003202 0.0 0.1 0.1 0.082
N -1.070100 0.018674 -3.185792 0.0 0.1 0.1 0.007
N -0.235469 -1.236386 1.479249 -0.1 -0.2 -0.4 0.191
N -0.225633 -1.260314 -1.435547 -0.2 0.1 0.2 0.149
N -1.795446 -2.171041 -2.908364 -0.2 0.1 0.1 0.029
N -1.943774 -1.683091 3.022309 0.1 0.1 -0.1 0.019
N 5.834421 0.704734 -0.624466 0.0 0.0 0.0 0.013
N -0.534170 0.137788 3.342434 0.0 0.0 -0.2 0.013
C 0.516654 -2.380969 -1.239063 0.1 0.0 -0.1 0.021
C 1.644152 -4.116757 0.061587 0.0 0.0 0.0 -0.014
C -1.498444 1.102503 3.873338 0.0 -0.1 0.1 0.002
C -2.156234 -3.272024 -2.025496 -0.1 0.0 0.0 0.002
C 0.402229 -2.414641 1.316750 0.0 0.3 0.1 0.026
C -2.575433 -2.657397 2.139381 0.0 -0.2 -0.1 0.003
C 0.038421 0.958735 -3.066115 0.0 0.0 -0.1 0.009
C -2.456338 -2.221402 -4.204132 0.1 -0.1 0.0 0.003
C -1.037302 -1.144079 -2.509126 0.1 -0.1 -0.2 0.022
C 1.045637 -3.000755 -2.398551 0.1 -0.1 0.0 0.135
C 4.777243 0.625305 -0.160095 0.0 0.1 -0.4 0.003
C 0.814864 0.674012 3.190573 0.0 0.0 0.0 0.003
C 2.121805 -4.696972 -1.126969 0.0 -0.1 0.1 0.147
C 1.831423 -4.131463 -2.349882 -0.1 0.1 0.0 0.003
C 1.533438 -4.262006 2.476290 -0.1 0.1 0.1 0.009
C -0.913522 -0.930302 2.617883 -0.1 0.0 0.5 0.029
C 2.437372 0.751417 0.154331 -0.1 0.2 -0.4 0.037
C -2.445003 -1.673304 4.388264 0.0 0.0 0.0 0.003
C 0.771957 -3.115744 2.496811 0.0 -0.1 0.0 0.156
C -2.327295 0.642699 -3.597944 -0.1 0.0 0.0 0.000
C 1.970815 -4.763426 1.268004 0.0 0.0 0.0 0.176
C 0.841102 -2.928066 0.044696 0.0 0.0 -0.1 -0.010
H 0.476939 -2.696836 3.450245 0.0 0.0 0.0 0.007
H 0.852198 1.460980 2.436341 0.0 0.0 0.0 0.002
H -3.394802 -1.142314 4.465620 0.0 0.0 0.0 0.001
H -4.838028 3.658407 0.362507 -0.1 0.0 0.0 0.001
H -2.511620 0.833419 3.600144 0.0 0.0 0.0 0.000
H -1.830178 -3.067368 -1.013663 0.0 0.0 0.0 0.000
H -0.122344 1.674018 -2.256305 0.0 0.0 0.0 0.005
H -1.721632 -1.218639 5.057323 0.0 0.0 0.0 0.000
H -3.176460 0.009036 -3.360974 0.0 0.0 0.0 0.000
H 1.117417 1.089058 4.151986 0.0 0.0 0.0 0.000
H 2.220369 -4.557416 -3.265002 0.0 0.0 0.0 -0.003
H -1.398219 1.198677 4.956213 0.0 0.0 0.0 0.000
H 2.726439 -5.591689 -1.057932 0.0 0.0 0.0 0.006
H -1.302187 2.070080 3.410138 0.0 0.0 0.0 0.000
H 1.800153 -4.746807 3.405915 0.0 0.0 0.0 -0.003
H 0.971535 0.431538 -2.887308 0.0 0.0 0.0 0.000
H 2.572870 -5.661546 1.227003 0.0 0.0 0.0 0.007
H -3.242430 -3.359875 -2.019202 0.0 0.0 0.0 0.000
H -2.117519 -3.643950 2.252679 0.0 0.0 0.1 0.001
H -3.630979 -2.719367 2.398788 0.0 0.0 0.0 0.000
H -4.764434 0.121516 1.370539 0.0 0.1 0.2 0.000
H -2.507791 -2.313196 1.112149 0.0 0.0 0.0 0.000
H 0.836233 -2.538357 -3.354309 0.0 0.0 0.0 0.005
H -1.702824 -4.201188 -2.382296 0.0 0.0 0.0 0.001
H -3.510736 -1.958606 -4.109425 0.0 0.0 0.0 0.001
H -2.449458 1.572482 -3.038461 0.0 0.0 0.0 0.000
H -1.959112 -1.561203 -4.909452 0.0 0.0 0.0 0.000
H 1.511626 -0.110723 2.907281 0.0 0.0 0.0 0.000
H 0.110462 1.509594 -4.004402 0.0 0.0 0.0 0.000
H -2.383245 -3.246321 -4.570845 0.0 0.0 0.0 0.001
H -2.310820 0.870429 -4.665112 0.0 0.0 0.0 0.000
H -2.604153 -2.708034 4.695265 0.0 0.0 0.0 0.001

***

Number 1: total energy -604.4959 Ha. Number 2: total energy -2135.3578 Ha. Number 3: total energy -456.5118 Ha. Number 4: total energy -1640.7812 Ha. Number 5: total energy -251.7659 Ha. Number 6: total energy -2664.2477 Ha.